Entry 1:
10
Properties=species:S:1:pos:R:3:forces:R:3:nbo_charge:R:1 method="wB97M-V/def2-TZVPD" lumo_ev=0.2 total_charge=0 smiles="C#CC(=O)SC" spin_multiplicity=1 e_tot_ev=-17093.3164 orbital_gap_ev=9.850
C -2.407758 0.127937 -0.049822 1.1 -0.6 0.2 -0.7206
C 0.424335 0.448257 0.002812 -1.0 -0.4 0.1 0.3559
C 1.768903 -0.074964 -0.027606 0.0 -0.1 0.2 -0.1437
C 2.906817 -0.442301 0.002129 0.0 -0.1 -0.4 -0.1124
H -2.305412 0.912203 -0.777623 -0.1 0.1 -0.5 0.2382
H -3.198565 -0.596772 -0.263428 0.2 0.3 0.0 0.2355
H -2.516224 0.584423 0.909491 -0.4 0.2 0.6 0.2266
H 3.898730 -0.797371 -0.117830 0.2 0.0 0.2 0.2380
O 0.195707 1.626202 0.026668 -0.2 0.2 -0.1 -0.5138
S -0.849873 -0.841605 0.029436 0.4 0.4 -0.3 0.1963

=====

Entry 2:
12
Properties=species:S:1:pos:R:3:forces:R:3:nbo_charge:R:1 method="wB97M-V/def2-TZVPD" lumo_ev=0.8 total_charge=0 smiles="C=C[C@@H]1CC1=O" spin_multiplicity=1 e_tot_ev=-7327.1150 orbital_gap_ev=9.871
O -2.378079 -1.364657 -1.108308 0.5 0.2 0.3 -0.4817
C -1.529131 -0.636741 -0.679786 -0.2 -0.2 -0.1 0.6159
C -1.212324 0.656315 -0.075266 -0.2 0.2 0.1 -0.5375
C 1.571067 0.250247 1.002665 -0.1 -0.1 -0.1 -0.3839
C 1.074090 -0.609280 0.118382 0.0 0.1 0.1 -0.1790
C -0.103442 -0.232176 -0.725558 0.1 0.0 -0.1 -0.3724
H -1.130455 0.621596 1.009026 -0.1 0.0 -0.1 0.2435
H -1.556072 1.616103 -0.452894 0.1 -0.2 -0.2 0.2373
H 1.085930 1.215906 1.129087 0.1 -0.1 0.1 0.1927
H 2.451117 0.053314 1.608258 -0.1 -0.1 -0.2 0.2075
H 1.554628 -1.568695 -0.068827 -0.1 0.1 0.0 0.2132
H 0.172672 -0.001932 -1.756779 -0.1 0.1 0.1 0.2443

=====

Entry 3:
21
Properties=species:S:1:pos:R:3:forces:R:3:nbo_charge:R:1 method="wB97M-V/def2-TZVPD" lumo_ev=1.0 total_charge=0 smiles=CCCCCCO spin_multiplicity=1 e_tot_ev=-8496.4812 orbital_gap_ev=11.246
C 2.795764 -1.491434 1.260759 0.0 0.0 0.0 -0.6018
C 1.845694 -1.183971 0.104200 0.0 0.0 -0.1 -0.3909
C 0.788146 -0.146285 0.475857 0.0 0.0 0.1 -0.3861
C -0.207561 0.177328 -0.640776 0.0 0.0 0.0 -0.3931
C -1.351477 1.042782 -0.119078 0.0 0.0 0.1 -0.4114
C -2.473533 1.335790 -1.104790 0.4 -0.1 -0.2 -0.0536
O -3.605470 1.719545 -0.338138 -0.2 0.2 0.0 -0.7265
H 3.527913 -2.259434 0.988191 -0.1 0.1 0.0 0.2087
H 2.241371 -1.853939 2.135413 0.1 0.1 -0.1 0.2012
H 3.348125 -0.595211 1.568160 -0.1 -0.1 -0.1 0.2009
H 2.419663 -0.832593 -0.764160 -0.1 0.0 0.1 0.1935
H 1.346683 -2.110822 -0.211198 0.0 0.1 0.0 0.1933
H 0.229252 -0.510141 1.350983 0.1 0.0 -0.1 0.1929
H 1.280914 0.782248 0.800170 0.0 -0.1 0.0 0.1936
H -0.620002 -0.759120 -1.044207 0.1 0.1 0.1 0.1939
H 0.313479 0.672901 -1.473228 -0.1 -0.1 0.1 0.1943
H -1.820166 0.529825 0.730321 0.1 0.0 -0.1 0.2083
H -0.962430 1.992524 0.272055 -0.1 -0.1 0.0 0.1981
H -2.180339 2.122990 -1.815138 -0.1 -0.1 0.2 0.1587
H -2.709816 0.440495 -1.702051 0.0 0.1 0.2 0.1552
H -4.055413 2.450202 -0.767249 0.0 0.0 0.0 0.4706

=====

Entry 4:
11
Properties=species:S:1:pos:R:3:forces:R:3:nbo_charge:R:1 method="wB97M-V/def2-TZVPD" lumo_ev="-1.2 / -1.2" total_charge=0 smiles="C=C(N)I.N=S" spin_multiplicity=1 e_tot_ev=-24067.9409 orbital_gap_ev="7.003 / 7.011"
C 0.489742 0.123814 1.013796 0.5 -1.2 0.4 0.0585
C 0.483826 0.852600 -0.085410 0.3 0.7 0.0 -0.5369
N 1.252374 0.424470 2.110787 -0.6 4.1 -2.6 -0.8496
N -1.404626 -1.295062 -2.707906 0.2 0.7 0.3 -0.7367
S -2.389687 -0.159702 -2.289427 0.2 -0.8 -0.3 0.3964
I -0.609193 -1.630414 1.164523 -0.1 -0.4 0.0 0.1183
H 0.103691 0.536479 -1.012647 -1.0 -0.4 -0.7 0.2251
H 0.973159 1.816270 -0.117723 0.4 0.0 0.2 0.1971
H 1.404738 1.434293 2.085427 0.4 -0.5 0.4 0.3776
H 1.529768 0.036159 2.926201 0.1 -2.3 2.5 0.4046
H -1.833793 -2.138907 -3.087622 -0.5 0.0 0.0 0.3457

=====

Repeat the first record exactly.
10
Properties=species:S:1:pos:R:3:forces:R:3:nbo_charge:R:1 method="wB97M-V/def2-TZVPD" lumo_ev=0.2 total_charge=0 smiles="C#CC(=O)SC" spin_multiplicity=1 e_tot_ev=-17093.3164 orbital_gap_ev=9.850
C -2.407758 0.127937 -0.049822 1.1 -0.6 0.2 -0.7206
C 0.424335 0.448257 0.002812 -1.0 -0.4 0.1 0.3559
C 1.768903 -0.074964 -0.027606 0.0 -0.1 0.2 -0.1437
C 2.906817 -0.442301 0.002129 0.0 -0.1 -0.4 -0.1124
H -2.305412 0.912203 -0.777623 -0.1 0.1 -0.5 0.2382
H -3.198565 -0.596772 -0.263428 0.2 0.3 0.0 0.2355
H -2.516224 0.584423 0.909491 -0.4 0.2 0.6 0.2266
H 3.898730 -0.797371 -0.117830 0.2 0.0 0.2 0.2380
O 0.195707 1.626202 0.026668 -0.2 0.2 -0.1 -0.5138
S -0.849873 -0.841605 0.029436 0.4 0.4 -0.3 0.1963